Record 1
DFT (wB97M-V/def2-TZVPD) results for 4 unconnected molecules or ions with the total composition C33H65F10N4O4P2 in a non-equilibrium geometry.

Last column: Löwdin charge in e.
Atoms and positions in Å:
1 C 4.69724 5.01863 0.89898  -0.119
2 C 3.26692 4.93670 0.04713  -0.249
3 C 3.42270 4.34499 -1.46403  -0.138
4 C 2.30870 3.23853 -1.93008  -0.241
5 C 2.04244 3.66190 -3.48791  -0.031
6 C 3.33579 3.68025 -4.47998  -0.250
7 O 4.33275 4.56414 -4.51970  0.022
8 O 3.37766 2.61687 -5.53935  0.009
9 N 0.87851 3.36039 -1.35903  0.119
10 C 0.00076 2.13202 -1.18685  -0.085
11 C -1.29831 1.90918 -2.14899  -0.112
12 F -0.95566 1.69044 -3.60435  -0.003
13 F -2.13862 0.71153 -1.78579  0.032
14 C -2.37326 3.17978 -2.16365  -0.091
15 F -1.97327 4.24768 -3.13459  0.041
16 F -3.61078 2.57615 -2.79742  0.042
17 C -2.85483 3.69739 -0.70575  -0.074
18 F -3.04723 2.57487 0.28854  0.036
19 F -4.24713 4.25770 -0.89252  0.056
20 C -1.99542 4.83789 0.04747  -0.130
21 F -1.09823 5.67826 -0.75805  0.057
22 F -1.17837 4.35031 1.22165  0.023
23 F -2.99437 5.78587 0.67302  0.057
24 C 1.13461 0.94828 -1.01562  -0.331
25 C 1.06229 0.35595 0.50649  -0.155
26 C 1.36838 1.42949 1.71185  -0.129
27 F 2.29179 0.90682 2.76662  -0.106
28 P 1.00630 -0.60897 -2.18115  0.799
29 N -0.19451 -1.61685 -1.78087  -0.296
30 C 2.56830 1.62723 -1.55632  -0.342
31 O 2.91840 0.98345 -2.82899  -0.252
32 N 4.12126 0.39623 -2.81439  -0.040
33 O 4.92794 0.93858 -3.54891  0.103
34 P 4.11310 1.46290 -0.37891  0.828
35 N 4.28144 -0.04093 0.23231  -0.282
36 H 5.52504 4.42077 0.32475  0.073
37 H 5.00301 6.16362 1.03449  0.106
38 H 4.51462 4.46795 1.92055  0.084
39 H 2.90261 6.07081 -0.03378  0.129
40 H 2.49344 4.40027 0.73640  0.075
41 H 4.55227 4.00779 -1.65486  0.134
42 H 3.27726 5.27767 -2.19722  0.142
43 H 1.26536 2.90696 -3.92920  0.130
44 H 1.54009 4.74041 -3.59569  0.177
45 H 2.73980 1.87381 -5.30179  0.108
46 H 0.75232 3.84462 -0.44512  0.148
47 H 0.30048 3.94241 -2.00297  0.146
48 H -0.52551 2.28163 -0.12566  0.170
49 H -0.04444 -0.03443 0.72991  0.137
50 H 1.73297 -0.63027 0.56220  0.141
51 H 0.35587 1.69198 2.27870  0.147
52 H 1.73992 2.41510 1.20483  0.072
53 H 2.23131 -1.41803 -2.09937  0.059
54 H 0.73915 -0.22380 -3.57442  0.035
55 H -0.69810 -1.22330 -0.95985  -0.050
56 H 3.89032 2.32469 0.79086  0.034
57 H 5.32628 1.94020 -1.05735  0.041
58 H 4.18523 -0.01683 1.28075  -0.007
59 C -5.27955 -3.36175 2.37135  -0.104
60 C -6.18015 -2.74882 1.30999  -0.269
61 C -5.42537 -2.35816 0.03755  -0.220
62 C -4.34808 -1.28317 0.22422  -0.229
63 C -4.84499 0.03739 0.81801  -0.273
64 C -5.86725 0.73928 -0.06272  -0.105
65 H -4.51187 -2.65910 2.70599  0.066
66 H -5.87075 -3.64780 3.24589  0.050
67 H -4.78498 -4.25984 1.98930  0.082
68 H -6.70522 -1.88479 1.72620  0.098
69 H -6.95494 -3.47877 1.04526  0.110
70 H -6.15079 -2.02076 -0.71182  0.104
71 H -4.95200 -3.25363 -0.38646  0.114
72 H -3.88569 -1.08377 -0.75055  0.096
73 H -3.54646 -1.67559 0.86108  0.098
74 H -3.98483 0.70419 0.95418  0.071
75 H -5.26717 -0.12336 1.81566  0.105
76 H -5.44606 0.95631 -1.04926  0.067
77 H -6.16702 1.68893 0.39265  0.073
78 H -6.76951 0.13642 -0.19628  0.073
79 C -8.28736 -7.77725 7.59431  -0.115
80 C -9.18796 -7.16432 6.53295  -0.274
81 C -8.43318 -6.77366 5.26051  -0.228
82 C -7.35589 -5.69867 5.44718  -0.230
83 C -7.85280 -4.37811 6.04097  -0.273
84 C -8.87506 -3.67622 5.16023  -0.111
85 H -7.51968 -7.07461 7.92895  0.065
86 H -8.87856 -8.06330 8.46885  0.071
87 H -7.79279 -8.67534 7.21225  0.076
88 H -9.71303 -6.30029 6.94915  0.098
89 H -9.96275 -7.89428 6.26822  0.107
90 H -9.15860 -6.43626 4.51114  0.101
91 H -7.95981 -7.66913 4.83650  0.111
92 H -6.89350 -5.49927 4.47241  0.094
93 H -6.55427 -6.09109 6.08404  0.102
94 H -6.99264 -3.71131 6.17713  0.103
95 H -8.27498 -4.53887 7.03862  0.100
96 H -8.45387 -3.45919 4.17370  0.063
97 H -9.17483 -2.72657 5.61561  0.072
98 H -9.77732 -4.27908 5.02668  0.069
99 C 7.46316 -0.57172 -2.56926  -0.125
100 C 8.93817 -0.52127 -2.20178  -0.264
101 C 9.64096 0.73596 -2.71838  -0.228
102 C 9.67065 0.88425 -4.24420  -0.229
103 C 10.32277 -0.27844 -4.99671  -0.273
104 C 11.79249 -0.46217 -4.65097  -0.113
105 H 7.31621 -0.59406 -3.65228  0.065
106 H 7.00330 -1.47290 -2.15385  0.078
107 H 6.93253 0.29554 -2.16501  0.036
108 H 9.44041 -1.42064 -2.56836  0.103
109 H 9.02692 -0.54579 -1.10874  0.108
110 H 10.66631 0.74975 -2.33095  0.103
111 H 9.14880 1.62078 -2.29342  0.104
112 H 10.20247 1.81150 -4.49143  0.111
113 H 8.64865 1.01644 -4.61865  0.097
114 H 10.23847 -0.08803 -6.07359  0.107
115 H 9.78092 -1.21141 -4.80865  0.099
116 H 12.36182 0.44364 -4.88144  0.078
117 H 12.21633 -1.28519 -5.23584  0.073
118 H 11.93360 -0.70028 -3.59326  0.066

As for the HOMO energy: -0.4197 hartree. As for the molar mass: 833.835 g mol⁻¹. The HOMO-LUMO gap comes out at 6.77 eV. As for the LUMO energy: -4.647 eV. Its charge is +1. As for the total energy: -95153.578 eV.

***

Record 2
DFT (wB97M-V/def2-TZVPD) results for 3 unconnected molecules or ions with the total composition C33H66FN4O4 in a non-equilibrium geometry.

Last column: Löwdin charge in e.
Atoms and positions in Å:
1 C -2.21455 -4.24679 5.27023  -0.165
2 C -1.42549 -4.10602 3.84022  -0.259
3 C -1.61562 -2.66745 3.07789  -0.211
4 C -2.16835 -1.44566 4.02081  -0.193
5 C -2.59478 -0.17137 3.02578  -0.138
6 C -1.69656 1.17706 3.27393  -0.247
7 N -1.92498 2.33456 2.27343  0.128
8 C -1.83442 3.52648 3.24765  -0.110
9 N -2.42050 4.74303 2.93520  -0.070
10 C -2.40272 5.87134 3.94624  -0.025
11 C -3.13187 4.99819 1.62371  -0.034
12 C -2.15323 5.18153 0.32085  -0.133
13 O -0.83629 5.40014 0.32929  0.039
14 F -2.81262 5.04089 -1.03128  -0.023
15 N -1.10738 3.23026 4.53793  -0.032
16 C 0.39174 3.04397 4.50303  -0.186
17 C 1.19140 3.96028 3.40487  -0.176
18 C 2.85332 3.88353 3.57880  -0.193
19 C 3.42202 2.35324 3.72685  -0.229
20 C 2.83770 1.28111 2.63318  -0.221
21 C 3.85170 1.35169 1.32111  -0.215
22 C 3.34964 0.45858 0.04119  -0.218
23 C 1.75067 0.58626 -0.30897  -0.217
24 C 1.46373 -0.28661 -1.69345  -0.192
25 C 0.65827 -1.69927 -1.41821  -0.158
26 C -0.92109 -1.66837 -1.91931  -0.196
27 O -1.79006 -1.04182 -0.87296  -0.276
28 C -2.90820 -1.97570 -0.56863  -0.147
29 C -1.60125 1.79838 4.82430  -0.177
30 C -3.16614 1.92367 5.39489  -0.181
31 N -3.69152 0.63853 5.99569  -0.170
32 C -3.01266 0.27437 7.29774  -0.136
33 H -3.37973 -4.01622 5.15747  0.085
34 H -2.14354 -5.33923 5.68373  0.078
35 H -1.73982 -3.49079 6.06027  0.081
36 H -0.28442 -4.35427 4.04270  0.112
37 H -1.83592 -4.97107 3.12983  0.115
38 H -2.32611 -2.84600 2.13888  0.100
39 H -0.55533 -2.39726 2.60691  0.122
40 H -1.35701 -1.09076 4.82089  0.117
41 H -3.13489 -1.69022 4.63797  0.100
42 H -3.75529 0.05716 3.06816  0.123
43 H -2.34269 -0.54056 1.92051  0.100
44 H -0.58316 0.88978 2.99402  0.139
45 H -2.95613 2.13057 2.06743  0.131
46 H -2.90616 5.56222 4.97755  0.127
47 H -1.26832 6.11079 4.18537  0.112
48 H -2.85421 6.88194 3.51570  0.128
49 H -3.88257 5.91481 1.69281  0.171
50 H -3.81980 4.04786 1.42699  0.155
51 H 0.79248 3.38815 5.57403  0.158
52 H 0.74731 1.92304 4.39060  0.116
53 H 0.92620 5.09546 3.66511  0.115
54 H 0.90414 3.75952 2.28528  0.111
55 H 3.42383 4.49388 2.75667  0.117
56 H 3.06331 4.41721 4.62295  0.118
57 H 3.22654 2.01865 4.85194  0.113
58 H 4.60850 2.36441 3.59966  0.124
59 H 1.71089 1.42867 2.35169  0.071
60 H 2.91616 0.18195 3.09125  0.127
61 H 4.01816 2.48832 1.09231  0.111
62 H 4.90477 0.92792 1.68843  0.123
63 H 3.97235 0.83148 -0.89731  0.123
64 H 3.62365 -0.66424 0.28232  0.124
65 H 1.03357 0.19691 0.54484  0.094
66 H 1.44211 1.71280 -0.49952  0.116
67 H 0.91106 0.41187 -2.45935  0.114
68 H 2.54108 -0.58572 -2.09765  0.111
69 H 0.68134 -1.94710 -0.27458  0.106
70 H 1.17888 -2.58553 -2.00411  0.117
71 H -1.06347 -1.16294 -2.97029  0.127
72 H -1.28274 -2.79491 -2.05335  0.121
73 H -2.52532 -3.06793 -0.28032  0.105
74 H -3.61324 -2.08746 -1.50006  0.102
75 H -3.57335 -1.53185 0.30279  0.087
76 H -0.92890 1.23531 5.60148  0.154
77 H -3.24640 2.78429 6.19398  0.120
78 H -3.93065 2.21816 4.52672  0.132
79 H -4.73574 0.66399 6.09886  0.119
80 H -3.15856 1.17803 8.03050  0.093
81 H -1.89016 -0.01855 7.10281  0.081
82 H -3.53917 -0.72064 7.68830  0.112
83 C -0.04222 -0.42083 -7.56209  -0.176
84 C 0.28591 -1.87782 -7.36150  -0.173
85 C 1.12880 -1.84273 -6.10534  -0.206
86 O 0.66628 -0.73193 -5.32474  -0.163
87 C -0.20422 0.06611 -6.13874  -0.211
88 H -0.93130 -0.25079 -8.17456  0.118
89 H 0.80472 0.08836 -8.03723  0.120
90 H -0.63517 -2.44341 -7.17768  0.121
91 H 0.80321 -2.33306 -8.20984  0.102
92 H 2.18452 -1.66989 -6.33974  0.114
93 H 1.04747 -2.76323 -5.52009  0.116
94 H -1.22848 -0.08670 -5.78155  0.113
95 H 0.05096 1.12329 -6.02502  0.118
96 C 4.56173 -4.58657 -10.31468  -0.181
97 C 4.36034 -5.11170 -8.91667  -0.181
98 C 3.35023 -4.13562 -8.35403  -0.215
99 O 2.54831 -3.68586 -9.45483  -0.156
100 C 3.17309 -4.10622 -10.67556  -0.202
101 H 4.94951 -5.33268 -11.01284  0.117
102 H 5.25734 -3.73915 -10.29622  0.118
103 H 3.92552 -6.11736 -8.95742  0.119
104 H 5.28012 -5.16041 -8.32833  0.117
105 H 3.84330 -3.25942 -7.91984  0.115
106 H 2.70904 -4.58842 -7.59225  0.118
107 H 2.56993 -4.91769 -11.09716  0.119
108 H 3.18767 -3.27618 -11.38725  0.119

As for the HOMO energy: -0.3913 hartree. As for the molar mass: 601.913 g mol⁻¹. The HOMO-LUMO gap comes out at 6.73 eV. As for the LUMO energy: -3.915 eV. Its charge is +1. As for the total energy: -52138.980 eV.